C4H4OS | ωB97M-V/def2-TZVPD

Highest occupied orbital energy ... -9.2922 eV
ΔE to the lowest compared entry with this formula, charge and spin ... 115.83 kcal/mol
Total energy ... -628.050406 Eh
SMILES ... C#CC(=S)CO
Orbital gap ... 7.994 eV

```
! wB97M-V def2-TZVPD RIJCOSX def2/J DEFGRID3
* xyz 0 1
C 0.182 2.320 0.041
C -0.358 1.213 -0.006
C -0.795 -0.165 -0.201
S -2.377 -0.537 0.013
C 0.158 -1.195 -0.055
O 1.676 -1.335 0.024
H 0.228 3.411 -0.061
H -0.150 -1.527 0.975
H -0.373 -1.992 -0.496
H 1.809 -0.192 -0.234
*
```


C4H6Cl5O2P | ωB97M-V/def2-TZVPD

Highest occupied orbital energy ... -8.2410 eV
ΔE to the lowest compared entry with this formula, charge and spin ... 0.00 kcal/mol
Total energy ... -2948.845930 Eh
SMILES ... O=P(Cl)(Cl)Cl.CCOC=C(Cl)Cl
Orbital gap ... 8.032 eV

```
! wB97M-V def2-TZVPD RIJCOSX def2/J DEFGRID3
* xyz 0 1
O 0.405 1.147 0.468
P 0.869 1.966 1.591
Cl 2.827 1.797 1.852
Cl -0.054 1.610 3.302
Cl 0.480 3.971 1.313
C 0.572 -0.219 -2.472
C -0.658 -0.680 -1.755
O -0.143 -1.171 -0.522
C -0.981 -1.109 0.504
C -0.634 -1.517 1.773
Cl 1.031 -1.926 2.059
Cl -1.755 -1.412 3.125
H 0.469 -0.251 -3.482
H 1.004 0.657 -2.150
H 1.282 -1.073 -2.214
H -1.223 -1.417 -2.259
H -1.497 0.202 -1.483
H -1.995 -0.576 0.349
*
```


C6H11N | ωB97M-V/def2-TZVPD

Highest occupied orbital energy ... -7.9444 eV
ΔE to the lowest compared entry with this formula, charge and spin ... 35.76 kcal/mol
Total energy ... -289.914692 Eh
SMILES ... C=CC/C(C)=C/N
Orbital gap ... 8.980 eV

```
! wB97M-V def2-TZVPD RIJCOSX def2/J DEFGRID3
* xyz 0 1
C 1.491 0.004 -2.594
C 0.717 -0.527 -1.642
C -0.525 0.100 -1.092
C -0.519 0.004 0.442
C -0.671 -1.341 1.097
C -0.559 1.140 1.137
N -0.240 1.159 2.527
H 2.484 -0.297 -2.887
H 1.042 0.800 -3.189
H 1.154 -1.384 -1.131
H -0.704 1.114 -1.441
H -1.375 -0.504 -1.432
H 0.263 -1.917 1.008
H -0.862 -1.246 2.159
H -1.436 -1.992 0.661
H -0.657 2.130 0.708
H 0.567 0.641 2.842
H -0.170 2.116 2.828
*
```